<w>
{"formula": "C5H15NO2", "method": "ωB97M-V with the def2-TZVPD basis set", "spin_multiplicity": 1, "e_homo_ev": -9.6, "charge": 0, "smiles": "CCOC.COCN", "symbols": ["C", "C", "O", "C", "H", "H", "H", "H", "H", "H", "H", "H", "C", "O", "C", "N", "H", "H", "H", "H", "H", "H", "H"], "xyz": [[1.510, -1.333, -0.458], [1.960, -0.415, 0.676], [1.774, 0.961, 0.421], [2.595, 1.479, -0.594], [0.503, -1.067, -0.770], [1.514, -2.362, -0.109], [2.178, -1.258, -1.312], [3.019, -0.606, 0.915], [1.362, -0.611, 1.570], [2.321, 1.090, -1.581], [2.447, 2.558, -0.586], [3.652, 1.256, -0.403], [-1.557, 1.196, -0.390], [-1.663, -0.201, -0.550], [-2.127, -0.893, 0.596], [-3.548, -0.876, 0.799], [-2.531, 1.657, -0.160], [-1.203, 1.582, -1.342], [-0.835, 1.442, 0.390], [-1.643, -0.493, 1.498], [-1.819, -1.933, 0.447], [-3.881, 0.069, 0.961], [-4.030, -1.243, -0.018]], "mulliken_charge": [-1.038, -0.315, -0.326, -0.741, 0.199, 0.373, 0.378, 0.363, 0.271, 0.293, 0.240, 0.323, -0.635, -0.370, -0.320, -0.616, 0.310, 0.196, 0.261, 0.379, 0.258, 0.248, 0.269]}

=====

<x>
{"formula": "C5H15NO2", "method": "ωB97M-V with the def2-TZVPD basis set", "spin_multiplicity": 1, "e_homo_ev": -6.8, "charge": 0, "smiles": "CC(C)=C(C)N.O.O", "symbols": ["C", "C", "C", "C", "C", "N", "H", "H", "H", "H", "H", "H", "H", "H", "H", "H", "H", "O", "H", "H", "O", "H", "H"], "xyz": [[-1.108, -0.027, 1.444], [-0.413, 0.851, 0.468], [-0.964, 2.278, 0.399], [0.603, 0.488, -0.425], [0.690, 0.929, -1.881], [1.334, -0.688, -0.204], [-1.165, -1.145, 1.302], [-2.255, -0.002, 1.442], [-0.622, 0.185, 2.473], [-0.235, 2.910, 1.051], [-2.051, 2.225, 0.584], [-0.813, 2.536, -0.672], [0.055, 0.281, -2.474], [0.446, 2.043, -1.959], [1.556, 0.842, -2.420], [1.321, -1.249, 0.663], [1.502, -1.188, -0.999], [-0.374, -2.173, -1.847], [-0.960, -2.894, -1.724], [-0.203, -2.588, -2.783], [1.334, -1.520, 2.484], [1.924, -0.690, 2.599], [0.400, -1.403, 2.479]], "mulliken_charge": [-1.713, 0.872, -1.015, 0.562, -1.456, -0.420, 0.283, 0.400, 0.260, 0.227, 0.341, 0.226, 0.254, 0.371, 0.473, 0.244, 0.209, -0.561, 0.253, 0.295, -0.773, 0.356, 0.313]}

=====

<y>
{"formula": "C5H15NO2", "method": "ωB97M-V with the def2-TZVPD basis set", "spin_multiplicity": 1, "e_homo_ev": -7.9, "charge": 0, "smiles": "CCC/C=C/N.O.O", "symbols": ["C", "C", "C", "C", "C", "N", "H", "H", "H", "H", "H", "H", "H", "H", "H", "H", "H", "O", "H", "H", "O", "H", "H"], "xyz": [[-2.351, 0.217, 1.376], [-1.723, -1.166, 1.310], [-1.305, -1.678, -0.123], [-0.204, -0.696, -0.592], [1.007, -1.089, -0.975], [1.661, -0.528, -2.090], [-1.869, 0.752, 2.189], [-3.430, 0.174, 1.346], [-2.058, 0.778, 0.484], [-0.862, -1.391, 1.932], [-2.544, -1.798, 1.719], [-0.977, -2.710, -0.084], [-2.165, -1.555, -0.770], [-0.612, 0.246, -0.894], [1.515, -1.957, -0.578], [1.381, 0.434, -2.256], [2.671, -0.446, -2.014], [2.070, 0.962, 0.842], [2.809, 1.511, 1.169], [1.730, 0.845, 1.743], [0.409, 2.838, -0.209], [1.041, 2.122, -0.035], [-0.502, 2.565, -0.256]], "mulliken_charge": [-0.809, -0.525, -0.914, -0.288, -0.077, -0.533, 0.241, 0.375, 0.085, 0.365, 0.308, 0.354, 0.309, 0.265, 0.298, 0.282, 0.249, -0.610, 0.285, 0.310, -0.665, 0.389, 0.306]}

=====

The winner here is <w>, beating the second structure by 0.320 eV.

=====

<w>
{"formula": "C5H15NO2", "method": "ωB97M-V with the def2-TZVPD basis set", "spin_multiplicity": 1, "e_homo_ev": -9.0, "charge": 0, "smiles": "CN[C@@H](C)[C@H](C)O.O", "symbols": ["C", "N", "C", "C", "C", "C", "O", "H", "H", "H", "H", "H", "H", "H", "H", "H", "H", "H", "H", "H", "O", "H", "H"], "xyz": [[0.938, 0.025, -2.603], [0.421, 0.415, -1.237], [-0.614, -0.476, -0.792], [-0.259, -1.760, -0.145], [-1.497, 0.494, 0.149], [-1.943, 1.895, -0.008], [-0.573, 0.703, 1.255], [0.879, -1.041, -2.923], [1.903, 0.464, -2.697], [0.363, 0.797, -3.179], [1.263, 0.492, -0.657], [-1.280, -0.736, -1.723], [0.771, -2.080, -0.216], [-0.284, -1.909, 0.997], [-0.985, -2.513, -0.461], [-2.220, -0.100, 0.677], [-1.803, 2.555, 1.051], [-2.958, 2.053, -0.150], [-1.393, 2.325, -0.915], [0.342, 0.942, 1.013], [2.814, -1.108, 2.738], [2.320, -0.249, 3.023], [2.452, -1.732, 3.269]], "mulliken_charge": [-1.054, -0.353, 0.210, -1.332, 0.120, -1.243, -0.608, 0.307, 0.396, 0.330, 0.209, 0.429, 0.420, 0.290, 0.301, 0.420, 0.215, 0.423, 0.240, 0.282, -0.622, 0.331, 0.289]}

=====

<x>
{"formula": "C5H15NO2", "method": "ωB97M-V with the def2-TZVPD basis set", "spin_multiplicity": 1, "e_homo_ev": -8.6, "charge": 0, "smiles": "CN[C@@H](C)[C@H](C)O.O", "symbols": ["C", "N", "C", "C", "C", "C", "O", "H", "H", "H", "H", "H", "H", "H", "H", "H", "H", "H", "H", "H", "O", "H", "H"], "xyz": [[2.072, 1.487, -0.370], [1.055, 0.576, 0.128], [-0.133, 0.480, -0.689], [-0.026, -0.596, -1.748], [-1.419, 0.371, 0.159], [-1.384, 1.166, 1.437], [-1.599, -1.040, 0.397], [2.952, 1.432, 0.260], [1.668, 2.499, -0.381], [2.257, 1.352, -1.450], [1.407, -0.307, 0.466], [-0.224, 1.434, -1.212], [-0.895, -0.811, -2.349], [0.757, -0.320, -2.471], [0.382, -1.521, -1.368], [-2.217, 0.668, -0.527], [-1.082, 2.179, 1.138], [-0.561, 0.854, 2.061], [-2.367, 1.247, 1.876], [-2.328, -1.219, 1.006], [0.401, -3.676, 1.280], [-0.043, -2.852, 1.050], [1.325, -3.404, 1.307]], "mulliken_charge": [-0.941, -0.182, 0.056, -1.360, -0.006, -1.373, -0.513, 0.367, 0.272, 0.276, 0.243, 0.427, 0.371, 0.366, 0.264, 0.329, 0.323, 0.370, 0.442, 0.291, -0.658, 0.326, 0.312]}

=====

<y>
{"formula": "C5H15NO2", "method": "ωB97M-V with the def2-TZVPD basis set", "spin_multiplicity": 1, "e_homo_ev": -8.6, "charge": 0, "smiles": "C=C(N)CCC.O.O", "symbols": ["C", "C", "N", "C", "C", "C", "H", "H", "H", "H", "H", "H", "H", "H", "H", "H", "H", "O", "H", "H", "O", "H", "H"], "xyz": [[-1.040, -0.842, -1.753], [0.197, -0.444, -1.459], [1.133, -1.450, -1.078], [0.763, 0.937, -1.545], [0.267, 1.920, -0.473], [0.752, 1.580, 0.993], [-1.850, -0.151, -1.963], [-1.294, -1.897, -1.752], [2.084, -1.169, -0.925], [0.984, -2.290, -1.630], [0.468, 1.377, -2.532], [1.847, 1.012, -1.704], [-0.818, 1.967, -0.379], [0.732, 2.876, -0.761], [0.446, 0.563, 1.209], [0.442, 2.473, 1.582], [1.838, 1.546, 0.939], [-0.872, -2.310, 1.622], [-0.753, -1.701, 0.878], [-0.544, -3.139, 1.258], [-1.963, -0.106, 3.301], [-1.410, -0.819, 3.647], [-1.407, 0.068, 2.525]], "mulliken_charge": [-0.940, 0.583, -0.420, -0.972, -0.415, -1.030, 0.269, 0.276, 0.197, 0.229, 0.273, 0.430, 0.342, 0.329, 0.162, 0.332, 0.345, -0.652, 0.380, 0.297, -0.643, 0.322, 0.306]}

=====

The winner here is <x>, beating the second structure by 0.359 eV.

=====

<w>
{"formula": "C5H15NO2", "method": "ωB97M-V with the def2-TZVPD basis set", "spin_multiplicity": 1, "e_homo_ev": -9.1, "charge": 0, "smiles": "CC(C)CNCO.O", "symbols": ["C", "C", "C", "C", "N", "C", "O", "H", "H", "H", "H", "H", "H", "H", "H", "H", "H", "H", "H", "H", "O", "H", "H"], "xyz": [[-3.231, -0.321, -0.013], [-1.784, 0.152, 0.215], [-1.933, 1.597, 0.732], [-1.056, -0.063, -1.112], [0.370, 0.275, -1.036], [1.295, -0.712, -0.529], [2.108, -1.079, -1.612], [-3.806, -0.039, 0.869], [-3.378, -1.395, -0.134], [-3.621, 0.212, -0.903], [-1.359, -0.406, 1.051], [-1.846, 1.689, 1.821], [-2.874, 2.034, 0.433], [-1.119, 2.300, 0.425], [-1.044, -1.166, -1.199], [-1.429, 0.348, -2.052], [0.449, 1.129, -0.498], [0.826, -1.575, 0.060], [2.043, -0.373, 0.199], [1.663, -1.274, -2.444], [6.587, -0.111, 2.138], [7.067, -0.940, 2.241], [6.071, -0.284, 1.348]], "mulliken_charge": [-1.711, 0.906, -1.320, -0.904, -0.347, -0.227, -0.548, 0.447, 0.402, 0.354, 0.170, 0.315, 0.339, 0.343, 0.365, 0.362, 0.224, 0.248, 0.276, 0.307, -0.639, 0.320, 0.319]}

=====

<x>
{"formula": "C5H15NO2", "method": "ωB97M-V with the def2-TZVPD basis set", "spin_multiplicity": 1, "e_homo_ev": -8.6, "charge": 0, "smiles": "CNCC[C@H](C)O.O", "symbols": ["C", "N", "C", "C", "C", "C", "O", "H", "H", "H", "H", "H", "H", "H", "H", "H", "H", "H", "H", "H", "O", "H", "H"], "xyz": [[-0.178, -2.262, 0.982], [-1.397, -1.459, 0.986], [-1.369, 0.017, 0.819], [-1.061, 0.437, -0.603], [0.222, 1.112, -1.032], [0.144, 1.668, -2.463], [1.171, 0.063, -1.152], [-0.316, -3.451, 0.870], [0.134, -2.114, 2.126], [0.645, -1.908, 0.408], [-1.928, -1.658, 1.885], [-0.743, 0.526, 1.568], [-2.417, 0.350, 1.036], [-1.186, -0.648, -1.141], [-1.855, 1.152, -1.043], [0.549, 1.862, -0.246], [0.153, 0.853, -3.114], [-0.550, 2.533, -2.577], [1.160, 2.067, -2.623], [1.319, -0.385, -0.347], [2.688, 0.219, 2.259], [2.267, 1.070, 2.080], [2.545, -0.043, 1.322]], "mulliken_charge": [-0.741, -0.409, -0.383, -0.745, 0.617, -1.400, -0.517, 0.229, 0.288, 0.240, 0.292, 0.297, 0.300, 0.242, 0.258, 0.186, 0.403, 0.373, 0.357, 0.088, -0.628, 0.313, 0.340]}

=====

<y>
{"formula": "C5H15NO2", "method": "ωB97M-V with the def2-TZVPD basis set", "spin_multiplicity": 1, "e_homo_ev": -7.4, "charge": 0, "symbols": ["C", "C", "C", "N", "H", "H", "H", "H", "H", "H", "H", "H", "H", "C", "C", "O", "O", "H", "H", "H", "H", "H", "H"], "xyz": [[0.129, 1.912, 1.025], [-0.800, 0.729, -1.236], [-0.045, 1.655, -2.162], [-0.191, 1.099, 1.967], [-1.080, 1.249, 2.431], [0.214, -0.172, 1.941], [1.095, 1.779, 0.562], [-0.467, 2.791, 0.784], [-1.278, -0.080, -1.792], [-1.624, 1.197, -0.698], [0.825, 1.161, -2.599], [-0.681, 1.977, -2.993], [0.306, 2.556, -1.655], [-0.197, -2.338, 1.919], [0.910, -1.291, -1.064], [0.138, -0.414, -0.282], [0.755, -1.331, 1.768], [-0.335, -2.571, 2.986], [-1.184, -2.046, 1.525], [1.117, -0.901, -2.063], [0.399, -2.253, -1.194], [1.869, -1.449, -0.573], [0.124, -3.257, 1.406]], "mulliken_charge": [-0.466, -0.570, -0.934, -0.270, 0.228, 0.335, 0.329, 0.389, 0.450, 0.422, 0.270, 0.363, 0.270, -0.645, -0.937, -0.136, -0.713, 0.293, 0.207, 0.406, 0.231, 0.261, 0.216]}

=====

<z>
{"formula": "C5H15NO2", "method": "ωB97M-V with the def2-TZVPD basis set", "spin_multiplicity": 1, "e_homo_ev": -7.9, "charge": 0, "smiles": "CC(C)=C(C)N.O.O", "symbols": ["C", "C", "C", "C", "C", "N", "H", "H", "H", "H", "H", "H", "H", "H", "H", "H", "H", "O", "H", "H", "O", "H", "H"], "xyz": [[-1.444, 1.996, -0.128], [-0.719, 0.793, -0.743], [-1.215, 0.419, -2.108], [0.352, 0.317, -0.126], [1.152, -0.882, -0.649], [0.941, 0.858, 1.029], [-1.699, 1.799, 0.905], [-2.332, 2.219, -0.675], [-0.830, 2.885, -0.312], [-2.304, 0.306, -2.076], [-0.823, -0.515, -2.489], [-0.992, 1.218, -2.822], [1.937, -0.405, -1.249], [1.682, -1.320, 0.187], [0.564, -1.584, -1.227], [0.534, 1.745, 1.288], [1.054, 0.190, 1.775], [-1.762, -7.024, 1.284], [-2.593, -6.858, 1.749], [-1.979, -6.635, 0.426], [3.475, 3.722, 1.673], [4.170, 3.694, 2.336], [2.831, 3.063, 1.953]], "mulliken_charge": [-1.696, 0.780, -1.349, 0.553, -1.358, -0.491, 0.398, 0.407, 0.362, 0.336, 0.338, 0.272, 0.265, 0.404, 0.356, 0.243, 0.193, -0.638, 0.319, 0.319, -0.637, 0.319, 0.307]}

=====

The winner here is <z>, beating the second structure by 0.487 eV.

=====

<w>
{"formula": "CH2O3S2", "method": "ωB97M-V with the def2-TZVPD basis set", "spin_multiplicity": 1, "e_homo_ev": -9.8, "charge": 0, "symbols": ["C", "O", "O", "O", "S", "S", "H", "H"], "xyz": [[-1.038, -0.059, 0.294], [-1.869, 0.298, 1.271], [-3.583, -0.456, -0.505], [0.104, 1.053, 0.084], [-0.359, -1.713, 0.205], [-2.668, 0.600, -0.171], [0.944, 0.573, 0.336], [0.625, -1.286, -0.777]], "mulliken_charge": [0.608, -0.302, -0.470, -0.540, -0.188, 0.443, 0.292, 0.158]}

=====

<x>
{"formula": "CH2O3S2", "method": "ωB97M-V with the def2-TZVPD basis set", "spin_multiplicity": 1, "e_homo_ev": -9.9, "charge": 0, "symbols": ["C", "O", "O", "O", "S", "S", "H", "H"], "xyz": [[-0.102, -1.473, 1.273], [-1.162, 2.466, -1.937], [0.507, 0.767, -1.548], [-0.346, -1.655, 0.114], [0.672, 0.000, 1.894], [-0.257, 1.496, -2.521], [-0.068, -2.252, 2.105], [0.756, 0.652, 0.621]], "mulliken_charge": [0.170, -0.370, -0.349, -0.406, -0.211, 0.695, 0.252, 0.218]}

=====

<y>
{"formula": "CH2O3S2", "method": "ωB97M-V with the def2-TZVPD basis set", "spin_multiplicity": 1, "e_homo_ev": -9.2, "charge": 0, "symbols": ["C", "O", "O", "O", "S", "S", "H", "H"], "xyz": [[-0.420, 0.212, 0.760], [2.510, -2.170, -1.119], [0.454, -1.669, -2.270], [-0.097, 0.849, 1.816], [-1.417, 0.904, -0.412], [1.103, -2.027, -1.026], [-0.558, 1.718, 2.200], [-1.575, 2.183, 0.051]], "mulliken_charge": [0.042, -0.390, -0.385, -0.300, -0.087, 0.752, 0.302, 0.065]}

=====

The winner here is <x>, beating the second structure by 1.721 eV.